Entry from OMol25: a structure of composition C17H21LiN2Se (the ωB97M-V functional and the def2-TZVPD basis).

Results
Highest occupied orbital energy: 0.94 eV
Net charge: -2
ΔE to the lowest compared entry with this formula, charge and spin: 0.0 kJ/mol
Multiplicity: 1
Frontier orbital gap: 3.87 eV
LUMO: 0.1769 hartree
Max |F|: 0.774 eV Å⁻¹

Last column: Mulliken charge in e.
CARTESIAN COORDINATES (ANGSTROEM)
Li: -1.2364 -0.7351 0.2910  0.595
Se: -3.0924 -1.1220 2.4066  -0.607
C: -2.3640 -1.1805 4.1501  -0.147
C: -1.7972 -0.0594 4.7697  -0.250
C: -1.3235 -0.1494 6.0674  -0.222
N: -1.3593 -1.2544 6.8177  -0.656
C: -1.8909 -2.3254 6.2222  -0.208
C: -2.3896 -2.3442 4.9308  -0.227
H: -1.7309 0.8718 4.2250  0.360
H: -0.8798 0.7200 6.5446  0.324
H: -1.9102 -3.2296 6.8261  0.315
H: -2.8038 -3.2522 4.5144  0.333
C: -2.2585 1.2498 -2.8246  -1.511
C: -1.2003 2.1725 -2.2058  0.486
C: -1.5522 2.5497 -0.7600  -1.323
C: 0.2167 1.6345 -2.3506  0.662
C: 1.1017 2.4322 -3.0552  -0.664
C: 2.4348 2.0875 -3.3039  -1.101
C: 2.8582 0.8475 -2.8076  -0.649
C: 2.0411 -0.0063 -2.0929  0.873
C: 2.6554 -1.3249 -1.6412  0.269
C: 1.9292 -2.5416 -2.2358  -1.456
C: 2.7510 -1.4463 -0.1142  -1.362
C: 0.6285 0.3318 -1.7547  0.229
N: -0.1234 -0.4317 -1.0070  -0.800
H: -3.2728 1.6476 -2.6830  0.401
H: -2.1752 0.2669 -2.3612  0.244
H: -2.0725 1.1379 -3.8976  0.330
H: -1.2296 3.1085 -2.7770  0.213
H: -1.5129 1.6692 -0.1219  0.085
H: -2.5557 2.9888 -0.6909  0.407
H: -0.8252 3.2698 -0.3741  0.320
H: 0.7307 3.3802 -3.4499  0.187
H: 3.0995 2.7393 -3.8606  0.267
H: 3.8858 0.5335 -3.0013  0.190
H: 3.6825 -1.3332 -2.0294  0.249
H: 0.8762 -2.4730 -1.9514  0.224
H: 2.3527 -3.4847 -1.8603  0.415
H: 2.0065 -2.5349 -3.3288  0.312
H: 1.7418 -1.4014 0.2961  0.136
H: 3.3342 -0.6171 0.2998  0.314
H: 3.2298 -2.3917 0.1797  0.440


Entry from OMol25: a cluster of 2 separate species, C3H11N2OS in total (the ωB97M-V functional and the def2-TZVPD basis).

Results
Highest occupied orbital energy: -2.71 eV
Net charge: -1
ΔE to the lowest compared entry with this formula, charge and spin: 53.9 kJ/mol
Multiplicity: 1
Frontier orbital gap: 6.62 eV
LUMO: 0.1437 hartree
Max |F|: 1.821 eV Å⁻¹

Last column: Mulliken charge in e.
CARTESIAN COORDINATES (ANGSTROEM)
N: -0.5971 -0.9360 -0.7997  -0.525
C: 0.1083 -0.2432 0.2713  0.385
C: 1.6453 -0.1678 0.0321  -1.050
S: 2.0433 0.8631 -1.4102  -0.635
C: -0.2997 -0.6672 1.6665  -0.751
N: -1.7442 -0.9571 1.8734  -0.660
H: -0.0531 -0.7964 -1.6567  0.224
H: -0.6838 -1.9460 -0.7921  0.221
H: -0.2477 0.7757 0.1301  0.047
H: 2.1688 0.1997 0.9032  0.319
H: 1.9072 -1.2332 -0.1637  0.260
H: 0.2330 -1.5879 1.9680  0.365
H: -0.0072 0.0249 2.4634  0.309
H: -1.9829 -1.8612 1.4855  0.253
H: -2.2745 -0.2667 1.3582  0.364
H: -2.3780 0.7881 -1.0449  0.355
H: -1.6342 1.2064 0.1869  0.235
O: -2.5165 1.2775 -0.2284  -0.718


Entry from OMol25: a structure of composition C20H40NP3RhS2 (the ωB97M-V functional and the def2-TZVPD basis).

Results
Highest occupied orbital energy (alpha / beta): -15.31 / -16.34 eV
Net charge: +3
ΔE to the lowest compared entry with this formula, charge and spin: 0.0 kJ/mol
Multiplicity: 5
Frontier orbital gap (alpha / beta): 5.91 / 4.32 eV
LUMO (alpha / beta): -0.3455 / -0.4417 hartree
Max |F|: 4.405 eV Å⁻¹

Last column: Mulliken spin population.
CARTESIAN COORDINATES (ANGSTROEM)
Rh: 0.4474 0.1103 0.7783  2.083
P: -0.5350 1.7312 1.9982  0.050
P: -2.2952 -0.5205 0.1460  0.124
P: 2.3655 1.1281 0.5245  0.260
H: 0.3976 -1.8621 -5.9046  0.003
C: 1.4133 -2.0080 -5.4866  0.067
C: 1.8116 -3.0955 -4.8022  0.048
H: 1.1226 -3.7816 -4.2560  -0.003
C: -1.1427 3.1707 1.0359  0.026
C: -1.9265 1.4344 3.1526  0.028
C: 0.5543 2.5215 3.2458  0.021
C: -2.5234 -1.9573 -0.9427  0.060
C: -3.0986 -1.1254 1.6756  0.007
C: -3.2723 0.8786 -0.5454  0.014
C: 3.6297 0.5518 -0.6687  0.031
C: 3.2885 0.9689 2.0981  0.050
C: 2.2126 2.9163 0.1508  0.021
H: 2.1498 -1.2223 -5.7308  0.000
H: 2.8526 -3.4348 -4.8896  0.000
H: -1.5218 3.9179 1.7479  0.005
H: -1.9477 2.8840 0.3509  -0.009
H: -0.3374 3.6171 0.4447  -0.015
H: -2.0338 2.3255 3.7863  0.004
H: -1.7247 0.5757 3.8013  -0.001
H: -2.8781 1.2750 2.6419  -0.003
H: -0.0749 3.1644 3.8745  0.004
H: 1.3362 3.1429 2.8072  -0.004
H: 1.0192 1.7682 3.8887  0.002
H: -3.5652 -2.2686 -1.0858  0.007
H: -1.8982 -2.7768 -0.5650  0.007
H: -2.1340 -1.6748 -1.9186  -0.029
H: -3.9321 -0.4661 1.9741  0.002
H: -2.3523 -1.1946 2.4856  0.004
H: -3.4834 -2.1305 1.4602  0.000
H: -4.1396 0.4981 -1.1148  0.004
H: -2.6467 1.4864 -1.2205  -0.003
H: -3.6399 1.5216 0.2740  0.002
H: 4.4824 1.2374 -0.5376  0.006
H: 3.3045 0.5954 -1.7137  -0.004
H: 3.9422 -0.4745 -0.4357  -0.005
H: 4.3503 1.1377 1.8881  0.012
H: 3.1647 -0.0472 2.4950  -0.001
H: 2.9534 1.6860 2.8514  0.000
H: 3.1851 3.2505 -0.2336  0.004
H: 1.9496 3.5201 1.0272  0.012
H: 1.4485 3.0582 -0.6243  -0.004
C: 0.6343 -1.2718 -2.2806  0.173
C: 0.8338 0.0014 -2.8406  0.016
C: -0.0076 0.4140 -3.8707  0.046
C: -1.1545 -0.3267 -4.2430  0.162
C: -1.2344 -1.6600 -3.8278  -0.058
C: -0.2476 -2.1502 -2.9641  0.179
S: 1.2505 -1.7252 -0.7181  0.496
H: -0.5902 -0.7900 -0.3352  0.044
H: 1.6574 0.6359 -2.5002  -0.009
H: 0.3005 1.3034 -4.4166  0.000
H: -1.9506 0.0200 -4.9288  -0.011
H: -2.0496 -2.3289 -4.1567  0.001
H: -0.1358 -3.2056 -2.6854  -0.020
S: -0.4305 -3.2224 4.1626  0.012
C: 0.5323 -1.9647 4.8595  0.007
C: 0.8740 -1.0487 3.8782  0.012
N: 0.3239 -1.2904 2.6214  0.071
C: -0.3766 -2.4309 2.6184  -0.002
H: 0.8420 -1.9196 5.9038  0.001
H: 1.5216 -0.1944 4.0385  0.001
H: -0.8712 -2.8786 1.7568  -0.006


Entry from OMol25: a structure of composition C19H41AlBN2O3S2 (the ωB97M-V functional and the def2-TZVPD basis).

Results
Highest occupied orbital energy: -3.91 eV
Net charge: -1
Multiplicity: 1
Frontier orbital gap: 5.74 eV
LUMO: 0.0671 hartree
Max |F|: 1.135 eV Å⁻¹

Last column: Mulliken charge in e.
CARTESIAN COORDINATES (ANGSTROEM)
C: -4.9852 -0.1206 4.6052  -0.386
C: -4.0217 -0.0711 3.8868  -0.612
C: -2.8936 0.0451 3.0054  -0.232
Al: -1.8154 1.7502 3.4049  -0.777
C: -2.8484 3.4974 3.2707  -0.733
C: -3.8560 3.6582 2.1342  -0.738
N: -4.7573 2.5038 1.9502  -0.378
C: -0.1124 1.7392 2.2736  -0.990
C: 0.4378 0.3111 2.0402  -0.674
C: 0.6868 -0.0044 0.5473  0.366
C: 2.0991 0.3871 0.1591  -1.336
N: 2.4369 -0.0340 -1.2445  0.317
C: 3.6298 -0.9144 -1.2649  -1.165
C: 3.2539 -2.2958 -0.7396  -0.085
C: 4.2071 -3.3686 -1.3045  -0.648
C: 3.8756 -3.6904 -2.7631  -1.104
C: 2.6490 1.1013 -2.0560  -0.028
S: 4.0104 1.9916 -2.1441  -0.201
S: 1.2312 1.5515 -3.0284  -0.086
C: 1.9380 1.9004 -4.6691  -0.747
C: 1.1203 1.1514 -5.7394  -0.340
C: -0.0143 2.0359 -6.2520  -1.160
B: -1.1710 1.5475 5.4633  0.621
O: -1.5745 2.4486 6.4254  -0.506
O: -0.3294 0.4950 5.9106  -0.546
H: -5.8776 -0.0265 5.1750  0.417
H: -3.2210 0.0673 1.9639  0.227
H: -2.2920 -0.8629 3.1362  0.454
H: -3.3008 3.7303 4.2378  0.398
H: -2.0941 4.2819 3.1135  0.366
H: -3.3791 3.8753 1.1778  0.323
H: -4.4791 4.5442 2.3510  0.309
H: -5.5830 2.5606 2.5248  0.161
H: -5.0046 2.4102 0.9762  0.178
H: -0.2372 2.2488 1.3114  0.532
H: 0.6587 2.3010 2.8113  0.359
H: 1.3567 0.1336 2.6062  0.364
H: -0.2693 -0.4502 2.3794  0.246
H: 0.4990 -1.0510 0.3256  0.025
H: -0.0163 0.5870 -0.0417  0.127
H: 2.8060 -0.0931 0.8386  0.368
H: 2.2342 1.4616 0.2908  0.453
H: 4.4508 -0.4801 -0.6863  0.356
H: 3.9677 -0.9639 -2.2983  0.645
H: 2.2429 -2.5262 -1.0791  -0.004
H: 3.2584 -2.3088 0.3495  0.407
H: 4.1090 -4.2780 -0.7117  0.360
H: 5.2229 -2.9808 -1.2009  0.334
H: 2.8011 -3.8447 -2.8531  0.241
H: 4.1422 -2.8682 -3.4260  0.303
H: 4.4270 -4.5711 -3.0889  0.381
H: 1.8655 2.9733 -4.8322  0.346
H: 2.9806 1.6000 -4.7090  0.417
H: 1.7814 0.8700 -6.5603  0.312
H: 0.7214 0.2427 -5.2927  0.278
H: -0.5235 2.4905 -5.4012  0.296
H: 0.3753 2.8566 -6.8554  0.325
H: -0.7376 1.4901 -6.8556  0.357
H: -1.3508 2.1290 7.3141  0.239
H: -0.8005 -0.3432 5.9237  0.269
C: -1.3226 -4.5106 -0.5512  -1.028
C: -2.0385 -3.1769 -0.6755  -0.233
O: -1.1331 -2.1253 -0.9874  -0.377
H: -0.5524 -4.4548 0.2189  0.248
H: -2.0201 -5.3098 -0.2935  0.375
H: -0.8279 -4.7727 -1.4907  0.287
H: -2.5138 -2.9080 0.2664  0.241
H: -2.8146 -3.2309 -1.4479  0.285
H: -0.7079 -2.3328 -1.8254  0.201


Entry from OMol25: the molecule C5H6 (the ωB97M-V functional and the def2-TZVPD basis).

Results
Highest occupied orbital energy (alpha / beta): -8.72 / -8.78 eV
Net charge: 0
ΔE to the lowest compared entry with this formula, charge and spin: 517.0 kJ/mol
Multiplicity: 1
Frontier orbital gap (alpha / beta): 8.50 / 8.64 eV
LUMO (alpha / beta): -0.0083 / -0.0050 hartree
Max |F|: 4.836 eV Å⁻¹

Last column: Mulliken charge in e.
CARTESIAN COORDINATES (ANGSTROEM)
C: 1.1971 0.9175 -0.0586  -0.215
C: -0.8661 0.3439 1.4342  -0.744
C: 0.0315 -0.9958 -1.3534  -0.647
C: 0.1875 0.9859 1.0437  0.212
C: 0.9377 -0.1297 -1.0887  0.161
H: 1.4635 1.7904 -0.6124  0.317
H: 2.2445 0.7898 0.2023  0.285
H: -1.2800 -0.5772 0.7649  0.107
H: -1.4023 0.5997 2.2444  0.323
H: 0.0139 -1.6456 -2.3076  0.224
H: -0.8263 -1.0514 -0.6149  -0.022